ORCA calculation (ωB97M-V with the def2-TZVPD basis set) on C34H49BN5O8P3S3Sr as an isolated structure in a non-equilibrium geometry.

Structure (XYZ):
```
104
Properties=species:S:1:pos:R:3
Sr -0.564 -0.761 0.278
C 4.680 -3.250 1.290
N 3.859 -2.692 2.343
C 4.121 -2.833 3.691
C 3.195 -2.099 4.336
N 2.366 -1.504 3.408
B 1.454 -0.280 3.759
N -0.018 -0.641 4.273
C -0.698 0.327 4.986
C -2.021 0.178 4.777
N -2.162 -0.904 3.923
C -3.423 -1.442 3.453
C -0.937 -1.377 3.609
S -0.397 -2.585 2.535
C 2.784 -1.876 2.174
S 2.126 -1.539 0.623
H 4.813 -4.319 1.449
H 5.654 -2.760 1.277
H 4.185 -3.063 0.341
H 4.935 -3.433 4.057
H 3.053 -1.937 5.389
H 1.319 0.305 2.729
H 1.968 0.328 4.670
H -0.174 1.060 5.572
H -2.873 0.745 5.107
H -4.020 -0.636 3.019
H -3.989 -1.864 4.285
H -3.231 -2.241 2.736
N -2.786 -0.564 0.250
C -2.307 0.803 -0.606
C -3.600 1.572 -0.958
P -1.786 1.836 1.036
O -1.199 3.200 0.448
O -3.078 2.074 1.719
O -0.739 1.040 1.772
P -1.456 0.113 -2.343
O -2.809 -0.090 -3.210
O -0.562 0.962 -3.143
O -0.910 -1.262 -1.951
H -2.404 -0.354 1.236
H -2.358 -1.026 -0.652
H -3.798 -0.650 0.293
H -4.427 1.264 -0.321
H -3.895 1.425 -1.991
H -3.473 2.638 -0.777
H -1.826 3.911 0.638
H -2.720 0.485 -3.982
C 1.025 -5.156 0.227
C 0.003 -4.676 -0.797
C -1.444 -4.953 -0.347
S -2.432 -3.455 -0.148
O -3.518 -3.732 0.838
C -3.322 -3.536 -1.730
C -4.530 -2.610 -1.736
C -5.387 -2.824 -2.981
H 2.033 -4.907 -0.107
H 0.958 -6.235 0.381
H 0.882 -4.649 1.183
H 0.179 -5.188 -1.745
H 0.172 -3.607 -0.970
H -1.461 -5.360 0.666
H -1.983 -5.626 -1.012
H -3.675 -4.570 -1.765
H -2.652 -3.315 -2.562
H -4.186 -1.571 -1.795
H -5.109 -2.720 -0.818
H -4.761 -2.846 -3.875
H -6.096 -2.004 -3.102
H -5.953 -3.755 -2.924
O 0.550 1.151 -0.680
P 1.226 2.347 -1.287
C 2.146 3.079 0.118
C 2.204 4.414 0.514
C 2.935 4.790 1.633
C 3.603 3.836 2.385
C 3.525 2.502 2.018
C 2.808 2.129 0.893
C 0.379 3.756 -2.062
C -0.967 3.768 -2.413
C -1.572 4.918 -2.893
C -0.833 6.082 -3.057
C 0.521 6.071 -2.765
C 1.118 4.923 -2.263
C 2.535 1.774 -2.403
C 2.743 0.400 -2.453
C 3.731 -0.133 -3.268
C 4.498 0.698 -4.066
C 4.289 2.071 -4.031
C 3.314 2.606 -3.205
H 1.644 5.177 -0.004
H 2.966 5.833 1.922
H 4.159 4.130 3.266
H 4.001 1.736 2.617
H 2.713 1.077 0.658
H -1.541 2.859 -2.363
H -2.627 4.903 -3.134
H -1.304 6.982 -3.430
H 1.121 6.957 -2.925
H 2.175 4.949 -2.043
H 2.125 -0.256 -1.861
H 3.888 -1.204 -3.277
H 5.252 0.282 -4.723
H 4.883 2.728 -4.653
H 3.182 3.677 -3.195
```

Output
LUMO energy   0.201 eV


ORCA calculation (ωB97M-V with the def2-TZVPD basis set) on a 2-piece molecular cluster, C6H12N4O2 overall in a non-equilibrium geometry.

Structure (XYZ):
```
24
Properties=species:S:1:pos:R:3
N 1.946 1.858 1.312
C 1.065 2.378 0.762
C 0.206 3.220 -0.152
O 0.540 4.364 0.083
N -0.809 2.715 -0.897
O -1.319 3.733 -1.642
H -0.847 1.817 -1.353
H -1.611 4.336 -0.938
C -1.316 -0.933 2.809
N -0.895 -0.062 1.966
N -0.837 -0.414 0.657
C -0.134 -1.597 0.256
C 0.640 -1.407 -1.069
C 1.317 -2.689 -1.564
H -1.610 -1.949 2.509
H -1.452 -0.666 3.833
H -0.500 0.303 0.076
H -0.857 -2.397 0.107
H 0.547 -1.901 1.066
H -0.009 -1.050 -1.864
H 1.389 -0.625 -0.900
H 2.045 -2.423 -2.345
H 1.890 -3.173 -0.766
H 0.613 -3.440 -1.947
```

Output
SMILES   N#CC(=O)NO.C=NNCCC
LUMO energy   0.449 eV


Record-wise ΔE to the lowest compared entry with this formula, charge and spin values, in kcal/mol: 0.0, 97.8
Record-wise Kohn-Sham gap values, in Ha: 0.2633, 0.3405